*A*
Below is C3H6N2O3 as an isolated structure, with properties calculated with wB97M-V/def2-TZVPD.

Cartesian coordinates (Å):
C: 0.1805 1.2399 0.5779
C: -0.7743 0.7572 -0.4508
C: 1.0205 -0.6746 -0.7334
N: 1.7285 -1.6910 -0.8179
N: 1.4341 0.5085 0.0375
O: 2.0827 0.3040 1.2580
O: 1.8885 1.0844 -1.0093
O: -0.2455 -0.4277 -1.1409
H: 0.1912 2.3219 0.3893
H: 0.1184 0.9201 1.6432
H: -1.7920 0.3785 -0.0482
H: -0.9260 1.5291 -1.2449
H: 1.4274 -2.3441 -1.5273
H: 3.0872 -0.2508 1.6917

- Kohn-Sham gap: 9.156 eV
- HOMO level: -9.1 eV

*B*
Below is one molecule with the formula C3H6N2O3, with properties calculated with wB97M-V/def2-TZVPD.

Cartesian coordinates (Å):
C: 0.3878 -0.1094 1.5858
C: 1.0080 0.5494 0.3397
O: 0.1327 1.4923 -0.1800
N: -1.0697 0.8269 -0.4436
C: -1.0771 -0.3423 -1.3634
O: -1.9452 -0.7884 -2.0770
N: 0.1075 -1.1665 -0.9716
O: 1.2681 -0.3303 -0.6972
H: 1.1189 -0.6701 2.3319
H: -0.0928 0.8189 2.0924
H: -0.4694 -0.8814 1.4250
H: 2.0350 1.0194 0.4914
H: -1.7686 1.5027 -0.8103
H: 0.3649 -1.9212 -1.7232

- Kohn-Sham gap: 10.229 eV
- SMILES: CC1ONC(=O)NO1
- HOMO level: -9.5 eV

Most stable: *B*. Least stable: *A*.

*A*
Below is one molecule with the formula C3H6N2O3, with properties calculated with wB97M-V/def2-TZVPD.

Cartesian coordinates (Å):
H: 2.0914 -1.2119 1.6448
N: 1.4228 -0.8575 0.9589
N: 1.9673 -0.1660 0.0901
O: 3.1542 0.1148 -0.0369
C: 1.0525 0.4085 -0.9358
O: -0.2321 -0.1089 -0.8225
C: -1.0388 0.4661 0.1128
C: -2.3256 -0.2881 0.2239
O: -0.7236 1.4463 0.7220
H: 1.4510 0.1478 -1.9195
H: 1.0653 1.4984 -0.7896
H: -2.7520 -0.4391 -0.7640
H: -3.0176 0.2537 0.8606
H: -2.1149 -1.2641 0.6552

- Kohn-Sham gap: 11.135 eV
- SMILES: [H]/N=[N+](\[O-])COC(C)=O
- HOMO level: -10.4 eV

*B*
Below is one molecule with the formula C3H6N2O3, with properties calculated with wB97M-V/def2-TZVPD.

Cartesian coordinates (Å):
O: 2.0189 0.9301 0.4612
C: 1.3213 0.1423 1.4085
C: -0.0203 -0.4091 0.6757
O: -0.5530 0.8480 0.3910
N: -1.8465 0.7625 -0.2984
C: -1.6342 0.0188 -1.3818
N: -0.6137 -0.8167 -1.5792
O: 0.5466 -0.8484 -0.6375
H: 1.5747 1.9137 0.6058
H: 1.1566 0.4551 2.5068
H: 1.8657 -0.7888 1.2829
H: -0.6374 -1.1731 1.1010
H: -2.6896 -0.0673 -1.8836
H: -0.4891 -0.9672 -2.6524

- Kohn-Sham gap: 9.633 eV
- SMILES: OC[C@H]1ON=CNO1
- HOMO level: -8.9 eV

*C*
Below is one molecule with the formula C3H6N2O3, with properties calculated with wB97M-V/def2-TZVPD.

Cartesian coordinates (Å):
O: -2.4404 0.4989 0.1226
C: -1.4007 -0.1158 0.0807
N: -0.8199 -0.7542 -0.9645
C: 0.7443 -0.5667 -0.8724
O: 1.1660 0.6302 -1.3803
C: 0.8327 -0.5898 0.6649
N: -0.3891 0.1004 1.0648
O: -0.1789 1.5162 1.2271
H: -1.2992 -0.7476 -1.8521
H: 1.2453 -1.3913 -1.3795
H: 0.7535 1.3743 -0.7926
H: 0.8468 -1.5987 1.0777
H: 1.7075 -0.0311 1.0126
H: -0.7678 1.6753 1.9910

- Kohn-Sham gap: 10.535 eV
- SMILES: O=C1N[C@@H](O)CN1O
- HOMO level: -9.7 eV

Most stable: *C*. Least stable: *B*.

*A*
Below is one molecule with the formula C3H6N2O3, with properties calculated with wB97M-V/def2-TZVPD.

Cartesian coordinates (Å):
C: -0.2585 0.2046 0.5401
C: -1.0189 -0.8295 -0.2613
C: 0.9108 0.4202 -0.4948
N: -0.7915 -0.5302 -1.5968
N: 0.1969 0.2374 -1.6650
O: -1.5608 -0.9291 -2.4467
O: 0.5944 1.0857 -2.7882
O: 1.4386 1.8054 -0.4758
H: -0.7791 1.0768 0.6762
H: 0.0380 -0.1952 1.5318
H: -0.6280 -1.8601 0.0086
H: -2.1791 -0.8110 -0.0244
H: 1.8297 -0.2143 -0.5932
H: 1.3640 2.0340 -1.4929

- Kohn-Sham gap (alpha / beta): 9.135 / 9.134 eV
- HOMO level (alpha / beta): -9.5 / -9.5 eV

*B*
Below is one molecule with the formula C3H6N2O3, with properties calculated with wB97M-V/def2-TZVPD.

Cartesian coordinates (Å):
H: 0.7079 3.3898 0.3419
N: 0.9196 2.5696 -0.3707
C: -0.0205 1.7389 -0.3638
N: -1.4399 2.0148 -0.0402
O: 0.0013 0.3177 -0.8390
C: -0.1709 -0.8452 0.0172
O: -0.5871 -0.8395 1.1669
O: 0.5692 -1.7411 -0.5536
C: 0.7877 -2.8948 0.4619
H: -1.6041 1.3215 0.5705
H: -1.6115 2.9146 0.5920
H: -0.2001 -3.3138 1.0018
H: 1.4492 -3.8285 0.0854
H: 1.4553 -2.4640 1.3994

- Kohn-Sham gap: 11.071 eV
- SMILES: [H]/N=C(\N)OC(=O)OC
- HOMO level: -10.5 eV

*C*
Below is one molecule with the formula C3H6N2O3, with properties calculated with wB97M-V/def2-TZVPD.

Cartesian coordinates (Å):
C: -0.0925 -1.8027 0.2222
C: 0.1820 -0.4079 -0.3796
C: -0.8579 0.7742 0.4549
N: -0.6533 1.9968 -0.0103
O: -1.5807 0.3968 1.3514
N: 1.5280 0.2030 -0.2198
O: 1.7418 1.1769 -0.8123
O: 2.2988 -0.3802 0.4914
H: -1.2148 -1.8716 0.1720
H: 0.1959 -2.6000 -0.5444
H: 0.2366 -1.9701 1.1875
H: -0.1823 -0.4853 -1.4246
H: -0.4207 2.1848 -0.9863
H: -1.1809 2.7853 0.4979

- Kohn-Sham gap: 10.651 eV
- SMILES: C[C@@H](C(N)=O)[N+](=O)[O-]
- HOMO level: -10.2 eV

*D*
Below is one molecule with the formula C3H6N2O3, with properties calculated with wB97M-V/def2-TZVPD.

Cartesian coordinates (Å):
C: -0.9679 -0.6187 1.6007
N: -0.7050 -1.0032 0.4429
C: 0.2912 -0.3855 -0.3996
N: 1.6075 -0.4410 0.1944
O: 0.2929 -1.0358 -1.6279
C: -0.1339 1.0827 -0.6632
O: 0.4669 2.0140 -0.1937
O: -1.2151 1.1901 -1.4080
H: -0.4826 0.1981 2.1470
H: -1.7304 -1.1707 2.1404
H: 2.2373 0.1846 -0.3246
H: 1.5900 -0.1408 1.1677
H: 0.1462 -1.9901 -1.4445
H: -1.3969 2.1163 -1.6317

- Kohn-Sham gap: 10.684 eV
- SMILES: C=N[C@@](N)(O)C(=O)O
- HOMO level: -10.1 eV

Most stable: *D*. Least stable: *A*.

*A*
Below is one molecule with the formula C4H7NOS, with properties calculated with wB97M-V/def2-TZVPD.

Cartesian coordinates (Å):
O: 1.6978 -1.8728 -0.2107
C: 1.3938 -0.6272 0.5153
C: 1.0665 0.5301 -0.3185
C: 0.9534 1.8970 0.2557
N: -0.1388 1.2891 -0.4781
C: -1.3690 0.7796 -0.0643
S: -1.8928 -0.8306 0.0619
H: 0.8339 -2.2661 -0.3369
H: 2.5124 -0.3737 0.7067
H: 0.6780 -0.4612 1.2165
H: 1.5161 0.4086 -1.3390
H: 0.5818 2.2088 1.3759
H: 1.3669 2.6206 -0.2589
H: -2.0832 1.6343 0.3489

- Kohn-Sham gap: 8.783 eV
- SMILES: OC[C@@H]1CN1C=S
- HOMO level: -8.9 eV

*B*
Below is one molecule with the formula C4H7NOS, with properties calculated with wB97M-V/def2-TZVPD.

Cartesian coordinates (Å):
O: -1.7948 -1.3851 -1.8550
C: -1.1199 -0.7038 -1.1478
C: 0.1735 -1.3309 -0.5928
N: 1.1365 -0.4494 -0.0198
C: 0.6284 0.3898 1.0496
C: -0.3316 1.4600 0.4903
S: -1.7331 0.8310 -0.5225
H: -0.1741 -2.0641 0.1606
H: 0.5866 -1.8645 -1.4586
H: 1.4814 0.1814 -0.6826
H: 1.4746 0.8721 1.5613
H: 0.1901 -0.2396 1.8445
H: -0.7348 2.1054 1.2845
H: 0.2172 2.1976 -0.1119

- Kohn-Sham gap: 9.502 eV
- SMILES: O=C1CNCCS1
- HOMO level: -8.8 eV

Most stable: *B*. Least stable: *A*.